Entry 1:
C2H3F2N | ωB97M-V/def2-TZVPD

Geometry (Å):
F  1.488  0.980  0.011
C  0.321  0.495  0.619
N  0.019  -0.920  0.423
C  -0.764  0.359  -0.255
F  -2.000  0.558  0.206
H  0.071  0.982  1.570
H  0.549  -1.390  -0.340
H  -0.682  0.484  -1.294

Calculated values
SMILES = F[C@@H]1N[C@H]1F
HOMO-LUMO gap = 11.68 eV
Energy = -9045.7753 eV
HOMO = -0.38657 hartree

---

Entry 2:
CH8O2 | ωB97M-V/def2-TZVPD

Geometry (Å):
C  -1.983  -1.234  -1.277
H  -2.140  -1.839  -0.409
H  -1.412  -1.827  -1.984
H  -1.309  -0.428  -0.996
H  -2.947  -0.916  -1.654
O  1.212  -0.787  -0.110
H  0.970  -1.210  0.718
H  2.116  -0.529  0.020
O  0.741  2.161  1.343
H  0.698  1.930  0.411
H  0.852  1.305  1.759

Calculated values
SMILES = C.O.O
HOMO-LUMO gap = 11.95 eV
Energy = -5261.5760 eV
HOMO = -0.42272 hartree

---

Entry 3:
H2N2OS | ωB97M-V/def2-TZVPD

Geometry (Å):
N  -0.334  -0.179  -1.458
N  0.054  0.877  -1.530
S  0.577  2.289  -1.612
O  0.164  -1.237  1.658
H  -0.367  -1.331  0.861
H  -0.094  -0.419  2.080

Calculated values
SMILES = N#[N+][S-].O
HOMO-LUMO gap = 10.56 eV
Energy = -15894.3374 eV
HOMO = -0.37700 hartree

---

Entry 4:
C57H70N5O | ωB97M-V/def2-TZVPD

Geometry (Å):
C  5.437  3.386  -0.853
C  4.437  3.256  0.292
C  4.662  4.373  1.315
C  4.488  1.855  0.896
C  5.293  1.599  2.004
C  5.485  0.293  2.463
C  4.884  -0.771  1.798
C  4.070  -0.546  0.683
C  3.641  -1.761  -0.147
C  2.772  -2.738  0.645
C  4.860  -2.457  -0.765
C  3.797  0.781  0.297
N  2.972  1.038  -0.860
N  3.589  1.374  -2.015
N  2.641  1.305  -2.964
C  2.940  1.318  -4.381
C  2.749  0.140  -5.132
C  2.758  -1.229  -4.451
C  4.183  -1.754  -4.302
C  1.860  -2.248  -5.147
C  2.635  0.257  -6.514
C  2.835  1.494  -7.127
C  3.211  2.604  -6.377
C  3.302  2.524  -4.986
C  3.737  3.741  -4.170
C  2.673  4.834  -4.175
C  5.086  4.283  -4.655
C  1.421  0.944  -2.424
C  0.262  0.832  -3.293
C  -0.333  -0.428  -3.516
C  -1.409  -0.563  -4.390
C  -1.884  0.553  -5.085
C  -1.300  1.811  -4.882
C  -0.252  1.958  -3.981
C  1.608  0.740  -1.078
C  0.666  0.344  -0.105
H  5.273  2.588  -1.584
H  5.327  4.353  -1.362
H  6.468  3.308  -0.480
H  3.429  3.390  -0.125
H  4.033  4.227  2.199
H  5.713  4.425  1.627
H  4.399  5.338  0.868
H  5.794  2.426  2.509
H  6.123  0.111  3.330
H  5.072  -1.799  2.121
H  3.030  -1.374  -0.968
H  1.871  -2.232  1.017
H  2.450  -3.570  0.002
H  3.322  -3.154  1.501
H  5.441  -1.742  -1.363
H  5.518  -2.866  0.016
H  4.550  -3.279  -1.422
H  2.357  -1.071  -3.443
H  4.810  -1.029  -3.768
H  4.187  -2.701  -3.748
H  4.624  -1.925  -5.293
H  0.858  -1.837  -5.322
H  2.295  -2.557  -6.106
H  1.756  -3.140  -4.515
H  2.395  -0.625  -7.112
H  2.729  1.578  -8.206
H  3.425  3.561  -6.858
H  3.871  3.384  -3.141
H  1.730  4.461  -3.757
H  3.005  5.688  -3.571
H  2.483  5.183  -5.200
H  5.841  3.487  -4.649
H  5.005  4.676  -5.677
H  5.428  5.090  -3.996
H  0.076  -1.286  -2.980
H  -1.881  -1.539  -4.523
H  -2.719  0.438  -5.781
H  -1.672  2.684  -5.423
H  0.190  2.934  -3.771
H  -0.336  0.724  -0.311
H  1.062  0.087  0.873
C  -6.708  -1.454  5.452
N  -5.924  -0.471  4.736
C  -5.569  0.694  5.385
O  -6.203  1.219  6.288
C  -4.252  1.168  4.803
C  -3.144  1.035  5.851
C  -3.211  -0.329  6.503
C  -3.901  -0.490  7.710
C  -4.085  -1.762  8.248
C  -3.587  -2.882  7.575
C  -2.831  -2.714  6.413
C  -2.586  -1.431  5.916
N  -4.066  0.261  3.662
C  -2.886  0.192  3.005
C  -2.460  -0.974  2.375
C  -1.516  -1.047  1.348
C  -1.549  -2.197  0.473
C  -1.311  -2.070  -0.918
C  -1.561  -3.110  -1.807
C  -2.025  -4.341  -1.330
C  -2.271  -4.503  0.042
C  -1.991  -3.473  0.936
C  -5.133  -0.757  3.545
C  -6.017  -0.700  2.237
C  -6.584  0.715  2.106
C  -7.162  -1.701  2.358
C  -5.194  -1.068  1.013
H  -6.120  -1.928  6.254
H  -7.579  -0.959  5.904
H  -7.041  -2.229  4.762
H  -4.368  2.201  4.441
H  -2.162  1.225  5.399
H  -3.349  1.808  6.602
H  -4.332  0.391  8.197
H  -4.637  -1.870  9.182
H  -3.765  -3.882  7.976
H  -2.427  -3.575  5.879
H  -1.927  -1.279  5.056
H  -2.290  1.110  2.996
H  -2.950  -1.903  2.695
H  -0.859  -0.206  1.215
H  -0.947  -1.104  -1.254
H  -1.380  -2.979  -2.878
H  -2.173  -5.173  -2.017
H  -2.664  -5.452  0.413
H  -2.110  -3.634  2.013
H  -4.723  -1.774  3.646
H  -5.786  1.451  1.961
H  -7.255  0.760  1.237
H  -7.166  0.978  2.997
H  -6.788  -2.712  2.572
H  -7.881  -1.397  3.125
H  -7.714  -1.750  1.407
H  -4.751  -2.068  1.121
H  -5.838  -1.081  0.121
H  -4.397  -0.341  0.830

Calculated values
HOMO-LUMO gap = 4.06 eV
Total charge = +1
Energy = -69735.3008 eV
HOMO = -0.30948 hartree

---

Entry 5:
C3H6O2Si | ωB97M-V/def2-TZVPD

Geometry (Å):
C  0.062  0.817  -1.494
C  0.374  -0.463  -0.836
C  -0.191  -0.006  2.517
O  0.327  1.856  -0.109
O  1.197  -0.019  2.064
Si  0.324  0.509  0.797
H  0.842  1.205  -2.329
H  -0.908  1.111  -1.784
H  -0.341  -1.190  -1.057
H  1.296  -1.018  -1.290
H  -0.321  -0.994  2.861
H  -0.413  0.636  3.329

Calculated values
HOMO-LUMO gap = 10.20 eV
Energy = -15179.3738 eV
HOMO = -0.34629 hartree

---

LUMO (Ha)
0.043; 0.017; 0.011; -0.160; 0.028
ΔE to the lowest compared entry with this formula, charge and spin (kcal/mol)
19.9; 3.8; 0.0; 0.0; 48.3
Max |F| (eV/Å)
2.80; 0.78; 4.44; 2.75; 5.06